(1)
DFT (ωB97M-V/def2-TZVPD) results for a cluster of 5 separate species, C17H46FNO7S5Si in total.

## Properties
Spin multiplicity = 1
HOMO-LUMO gap = 0.3351 Ha

Geometry as XYZ:
```
78
Properties=species:S:1:pos:R:3:mulliken_charge:R:1
C 1.468 1.859 -0.636 -1.484
C 0.428 1.384 -1.682 1.437
C 1.100 0.381 -2.639 -1.595
C -0.129 2.553 -2.469 -1.520
N -0.586 3.656 -1.595 0.464
C -1.802 3.393 -0.807 -1.202
C -3.154 3.678 -1.453 0.222
O -3.423 2.992 -2.662 -0.545
Si -3.970 1.408 -2.548 0.497
C -5.364 1.249 -3.807 -1.185
C -4.674 0.937 -0.884 -0.996
C -2.702 0.098 -3.040 -1.153
S -0.552 5.110 -2.316 1.251
O -1.046 6.084 -1.421 -0.631
O 0.723 5.344 -2.862 -0.680
F -1.507 4.995 -3.532 -0.213
H 2.472 1.573 -0.902 0.216
H 1.414 2.928 -0.450 0.382
H 1.256 1.377 0.312 0.295
H -0.330 0.854 -1.113 0.083
H 0.402 -0.430 -2.837 0.325
H 1.364 0.843 -3.586 0.383
H 1.963 -0.071 -2.167 0.409
H 0.694 2.947 -3.059 0.687
H -0.911 2.286 -3.177 0.404
H -1.798 2.352 -0.498 0.404
H -1.755 3.964 0.115 0.213
H -3.914 3.500 -0.688 -0.183
H -3.227 4.742 -1.665 0.568
H -5.761 0.239 -3.812 0.352
H -4.979 1.495 -4.791 0.308
H -6.127 1.969 -3.528 0.291
H -5.580 1.522 -0.724 0.226
H -4.985 -0.103 -0.885 0.494
H -4.038 1.129 -0.022 0.325
H -3.264 -0.785 -3.330 0.550
H -2.011 -0.147 -2.240 0.235
H -2.150 0.425 -3.919 0.342
C 5.802 0.533 -1.246 -1.053
S 4.815 -0.626 -0.290 0.521
O 3.721 0.159 0.350 -0.577
C 6.052 -0.944 0.970 -0.974
H 5.195 0.892 -2.075 0.324
H 6.094 1.372 -0.615 0.299
H 6.683 0.022 -1.634 0.442
H 6.334 -0.010 1.455 0.396
H 6.924 -1.411 0.513 0.381
H 5.626 -1.624 1.704 0.228
C 5.140 -5.076 1.688 -0.596
S 5.945 -4.706 3.246 0.510
O 7.018 -3.709 2.965 -0.622
C 6.730 -6.311 3.423 -0.883
H 4.607 -4.184 1.360 0.187
H 5.887 -5.350 0.942 0.356
H 4.435 -5.894 1.849 0.179
H 7.370 -6.501 2.561 0.302
H 5.958 -7.076 3.505 0.308
H 7.331 -6.293 4.330 0.328
C 1.132 -7.614 4.419 -0.960
S 1.820 -7.505 2.763 0.412
O 3.282 -7.259 2.916 -0.571
C 1.066 -5.928 2.345 -0.942
H 1.517 -8.519 4.884 0.320
H 1.437 -6.744 5.001 0.309
H 0.046 -7.669 4.355 0.380
H 1.375 -5.171 3.066 0.301
H -0.019 -6.036 2.346 0.398
H 1.403 -5.647 1.349 0.309
C -7.766 4.811 2.054 -1.023
S -6.446 4.650 0.846 0.487
O -6.389 3.215 0.451 -0.566
C -5.097 4.932 2.001 -0.647
H -8.710 4.627 1.546 0.337
H -7.628 4.078 2.849 0.316
H -7.762 5.821 2.462 0.387
H -5.137 4.191 2.800 0.308
H -5.176 5.939 2.410 0.393
H -4.160 4.835 1.456 0.018
```

(2)
DFT (ωB97M-V/def2-TZVPD) results for a structure of composition C17H47AgFO16P3.

## Properties
Spin multiplicity = 1
HOMO-LUMO gap = 0.3156 Ha

Geometry as XYZ:
```
85
Properties=species:S:1:pos:R:3:mulliken_charge:R:1
Ag -0.018 -1.531 0.246 2.017
F -0.176 0.717 0.244 -0.840
C 2.258 3.421 1.499 -0.395
O 3.654 3.160 1.807 -0.080
P 4.367 4.115 2.865 0.913
O 4.197 5.559 2.674 -0.703
O 5.895 3.580 2.800 -0.295
C 6.689 3.744 1.618 -0.641
O 3.875 3.520 4.285 -0.382
C 3.641 2.135 4.442 -0.681
H 1.763 3.818 2.382 0.359
H 1.856 2.432 1.278 -0.031
H 2.166 4.022 0.599 0.211
H 7.223 2.807 1.478 0.252
H 7.299 4.634 1.757 0.267
H 6.061 3.856 0.730 0.282
H 2.601 1.926 4.715 0.268
H 4.191 1.778 5.317 0.387
H 3.893 1.545 3.564 0.263
C -6.355 -2.230 -0.081 -0.751
O -5.010 -2.716 0.007 -0.401
P -3.850 -1.790 0.601 0.084
O -2.495 -2.358 0.521 -0.262
O -4.047 -0.462 -0.246 -0.176
C -3.266 0.713 0.037 -0.490
O -4.421 -1.375 2.037 -0.282
C -4.096 -2.165 3.166 -0.767
H -6.963 -2.928 0.500 0.267
H -6.703 -2.258 -1.108 0.253
H -6.458 -1.259 0.398 0.341
H -3.836 1.593 -0.248 0.335
H -2.321 0.665 -0.504 0.051
H -3.011 0.787 1.095 0.334
H -4.959 -2.270 3.828 0.334
H -3.367 -1.651 3.794 0.218
H -3.763 -3.174 2.933 0.368
C -0.380 3.269 -1.974 -0.375
O -1.248 3.891 -2.910 -0.381
P -1.994 3.073 -4.043 0.449
O -2.992 3.841 -4.804 -0.790
O -0.825 2.420 -4.899 -0.230
C -0.113 3.175 -5.863 -0.817
O -2.565 1.860 -3.184 0.548
C -3.694 1.097 -3.599 -0.803
H -0.020 2.299 -2.321 0.197
H -0.878 3.077 -1.021 0.170
H 0.474 3.905 -1.742 0.309
H 0.882 3.473 -5.542 0.268
H -0.678 4.049 -6.197 0.366
H -0.034 2.571 -6.770 0.255
H -4.482 1.251 -2.863 0.187
H -3.424 0.047 -3.711 0.267
H -4.089 1.421 -4.565 0.454
C -0.724 -0.760 -2.621 -0.765
O 0.220 -1.707 -2.188 -0.263
C 0.023 -3.017 -2.677 -0.680
C 0.856 -3.956 -1.818 -0.559
O 0.301 -3.982 -0.527 -0.049
C 0.744 -5.110 0.218 -0.968
H -0.506 0.165 -2.087 -0.052
H -1.761 -1.035 -2.395 0.205
H -0.684 -0.518 -3.692 0.438
H 0.382 -3.084 -3.712 0.360
H -1.024 -3.330 -2.666 0.326
H 1.892 -3.583 -1.823 0.197
H 0.951 -4.959 -2.252 0.475
H 0.326 -5.071 1.219 0.176
H 1.841 -5.095 0.220 0.342
H 0.432 -6.034 -0.282 0.338
C -0.493 -2.680 3.420 -0.778
O 0.301 -1.998 2.484 -0.023
C 1.568 -1.648 2.999 -0.730
C 2.390 -0.885 1.946 -0.253
O 2.400 -1.698 0.799 -0.339
C 3.162 -1.150 -0.267 -0.704
H -0.669 -2.023 4.284 0.324
H 0.025 -3.588 3.762 0.357
H -1.430 -2.992 2.979 0.043
H 2.176 -2.524 3.258 0.396
H 1.393 -1.040 3.895 0.396
H 3.388 -0.785 2.393 0.487
H 1.960 0.100 1.735 -0.068
H 2.970 -1.725 -1.169 0.087
H 4.228 -1.268 -0.039 0.324
H 2.906 -0.099 -0.419 0.261
```

(3)
DFT (ωB97M-V/def2-TZVPD) results for a cluster of 5 separate species, C17H47BrN3O12S5 in total.

## Properties
Charge = +1
Spin multiplicity = 1
HOMO-LUMO gap = 0.3236 Ha

Geometry as XYZ:
```
85
Properties=species:S:1:pos:R:3:mulliken_charge:R:1
C 7.175 -0.779 -5.802 -1.642
C 5.678 -0.562 -5.872 0.215
Br 5.054 -0.442 -4.044 -0.062
C 5.037 -1.683 -6.747 -0.892
S 3.784 -2.731 -5.958 0.218
C 2.220 -2.605 -6.889 -1.186
C 1.550 -1.238 -6.811 0.808
N 1.899 -0.558 -5.566 -0.413
N 1.934 -0.454 -7.961 -0.588
N 0.118 -1.519 -6.961 -0.694
H 7.595 -0.989 -6.779 0.474
H 7.418 -1.541 -5.078 0.416
H 7.615 0.134 -5.430 0.433
H 5.510 0.361 -6.398 0.323
H 5.844 -2.360 -6.985 0.654
H 4.666 -1.310 -7.689 0.317
H 4.178 -3.948 -6.370 0.263
H 2.398 -2.857 -7.921 0.496
H 1.564 -3.344 -6.455 0.456
H 1.416 -0.959 -4.769 0.208
H 1.600 0.408 -5.636 0.234
H 1.636 0.509 -7.859 0.293
H 2.925 -0.494 -8.145 0.172
H -0.388 -0.643 -7.004 0.258
H -0.228 -2.074 -6.187 0.270
O 6.541 -1.409 0.207 -0.666
S 5.178 -1.006 0.055 1.230
O 4.824 -0.033 -0.937 -0.618
O 4.600 -0.563 1.457 -0.213
C 5.307 0.465 2.197 -0.415
C 5.113 1.847 1.611 -0.968
C 4.160 -2.428 -0.155 -0.954
H 6.363 0.201 2.267 0.355
H 4.892 0.423 3.201 0.273
H 5.571 1.933 0.626 0.339
H 5.568 2.593 2.262 0.395
H 4.051 2.068 1.507 0.241
H 4.411 -3.156 0.612 0.339
H 4.374 -2.828 -1.144 0.340
H 3.119 -2.125 -0.084 0.310
O 1.156 2.845 5.146 -0.675
S 0.786 2.264 3.892 1.146
O 1.735 2.199 2.820 -0.562
O -0.544 2.959 3.374 -0.150
C -0.562 4.395 3.259 -0.341
C 0.230 4.904 2.071 -1.059
C 0.111 0.660 4.152 -0.888
H -0.211 4.840 4.192 0.380
H -1.613 4.653 3.147 0.211
H 1.295 4.707 2.186 0.279
H 0.094 5.981 1.968 0.395
H -0.100 4.416 1.154 0.280
H -0.632 0.711 4.942 0.241
H 0.936 0.010 4.439 0.419
H -0.334 0.314 3.223 0.301
O -3.161 1.365 4.782 -0.544
S -4.507 1.827 4.624 1.212
O -4.803 2.842 3.661 -0.640
O -5.059 2.272 6.048 -0.320
C -4.289 3.237 6.795 -0.300
C -4.408 4.643 6.242 -0.848
C -5.588 0.464 4.373 -0.975
H -3.247 2.914 6.843 0.288
H -4.691 3.197 7.805 0.282
H -3.961 4.722 5.252 0.147
H -3.898 5.346 6.902 0.395
H -5.454 4.934 6.155 0.273
H -5.379 -0.294 5.123 0.348
H -5.394 0.074 3.375 0.323
H -6.613 0.814 4.443 0.369
O -5.006 -2.221 -0.283 -0.680
S -6.243 -2.235 0.436 1.179
O -6.376 -1.490 1.650 -0.511
O -6.667 -3.744 0.699 -0.269
C -5.717 -4.609 1.359 -0.346
C -5.593 -4.325 2.843 -0.938
C -7.569 -1.814 -0.640 -0.985
H -4.751 -4.538 0.856 0.321
H -6.097 -5.616 1.202 0.282
H -5.161 -3.342 3.027 0.255
H -4.950 -5.071 3.311 0.387
H -6.571 -4.351 3.321 0.268
H -7.483 -2.400 -1.550 0.342
H -7.474 -0.752 -0.858 0.369
H -8.508 -2.011 -0.130 0.319
```

(4)
DFT (ωB97M-V/def2-TZVPD) results for a structure of composition C17H48BrF3N4O9SV.

## Properties
Charge = +3
Spin multiplicity = 1
HOMO-LUMO gap = 0.2874 Ha

Geometry as XYZ:
```
84
Properties=species:S:1:pos:R:3:mulliken_charge:R:1
O -1.197 0.700 -2.125 -0.500
V -1.015 1.475 -0.686 1.092
O 0.194 0.794 0.054 -0.056
C 1.437 1.187 -4.981 -1.395
C 2.503 0.349 -4.275 0.216
C 2.167 -0.040 -2.854 -0.415
O 3.165 -0.977 -2.486 -0.459
C 3.307 -1.220 -1.110 -0.773
N 2.681 -0.925 -5.077 -0.332
H 2.874 -0.714 -6.063 0.388
H 3.487 -1.488 -4.778 0.364
H 1.886 -1.573 -5.096 0.344
H 1.278 2.106 -4.415 0.362
H 0.482 0.665 -4.850 0.339
H 1.614 1.418 -6.027 0.471
H 3.463 0.843 -4.420 0.246
H 1.218 -0.587 -2.822 0.319
H 2.166 0.779 -2.133 0.322
H 2.353 -1.315 -0.581 0.281
H 3.841 -0.389 -0.633 0.353
H 3.907 -2.116 -0.969 0.317
C 4.360 -2.084 5.480 -1.474
C 3.393 -1.969 4.307 0.196
C 3.198 -0.528 3.863 -1.010
O 2.615 -0.443 2.583 0.085
C 2.913 0.832 2.047 -0.777
N 3.960 -2.719 3.109 -0.224
H 3.293 -2.879 2.355 0.307
H 4.796 -2.241 2.746 0.361
H 4.401 -3.599 3.407 0.417
H 3.850 -1.498 6.251 0.383
H 5.300 -1.561 5.309 0.416
H 4.469 -3.092 5.872 0.452
H 2.476 -2.479 4.597 0.126
H 4.204 -0.082 3.827 0.527
H 2.638 0.088 4.573 0.482
H 2.496 1.127 1.080 0.016
H 3.989 1.010 2.017 0.459
H 2.422 1.614 2.640 0.295
C -2.847 1.644 -4.925 -1.307
C -3.444 2.946 -4.472 0.534
C -2.751 3.742 -3.338 -1.114
O -2.748 2.993 -2.163 -0.210
C -3.874 3.308 -1.328 -0.801
N -3.678 3.856 -5.642 -0.270
H -4.024 3.453 -6.522 0.366
H -4.152 4.732 -5.406 0.378
H -2.738 4.128 -5.976 0.382
H -3.516 1.146 -5.638 0.437
H -2.818 0.919 -4.108 0.254
H -1.858 1.544 -5.376 0.308
H -4.426 2.788 -4.020 0.137
H -3.240 4.719 -3.268 0.464
H -1.705 3.958 -3.577 0.432
H -4.852 3.407 -1.812 0.390
H -3.702 4.286 -0.866 0.360
H -3.941 2.532 -0.571 0.041
C -0.547 -1.755 2.697 -1.162
C -1.864 -2.494 2.890 0.432
C -2.028 -3.693 1.974 -0.897
O -3.288 -4.257 2.217 -0.339
C -3.396 -5.560 1.654 -0.777
N -1.926 -2.970 4.342 -0.210
H -1.398 -3.830 4.504 0.350
H -1.568 -2.283 5.017 0.351
H -2.902 -3.031 4.656 0.372
H 0.397 -2.286 2.796 0.246
H -0.547 -0.853 3.316 0.286
H -0.564 -1.309 1.698 0.016
H -2.745 -1.854 2.875 0.362
H -1.131 -4.328 2.017 0.446
H -2.031 -3.290 0.951 0.438
H -2.740 -6.268 2.178 0.325
H -3.093 -5.628 0.605 0.312
H -4.419 -5.898 1.791 0.282
C -0.806 2.787 3.263 0.523
F 0.364 2.990 3.878 -0.243
F -0.802 1.528 2.739 -0.224
F -1.776 2.823 4.179 -0.242
S -1.044 4.037 1.870 1.191
O -2.232 4.796 2.211 -0.640
O 0.192 4.765 1.826 -0.635
O -1.268 3.157 0.711 -0.415
Br -3.111 0.137 0.419 -0.448
```

(5)
DFT (ωB97M-V/def2-TZVPD) results for a cluster of 9 separate species, C17H48Cl4O16 in total.

## Properties
Expectation value of S² = 0.7550
Charge = +1
Spin multiplicity = 2
HOMO-LUMO gap (spin up / spin down) = 0.3289 / 0.0901 Ha

Geometry as XYZ:
```
85
Properties=species:S:1:pos:R:3:mulliken_charge:R:1
C 0.318 2.650 -5.174 0.167
Cl -0.138 1.503 -3.848 -0.100
Cl -0.034 1.875 -6.697 -0.092
Cl -0.689 4.161 -4.982 -0.063
Cl 1.988 3.080 -4.949 -0.031
C -0.378 8.201 -2.701 -0.543
C 0.984 8.919 -2.755 -0.505
O 1.300 9.543 -3.991 -0.574
O -0.493 7.027 -3.471 -0.170
H -1.121 8.940 -3.001 0.278
H -0.622 7.902 -1.681 0.351
H 1.706 8.124 -2.567 0.236
H 1.060 9.604 -1.910 0.417
H 1.562 8.888 -4.642 0.379
H 0.136 6.376 -3.150 0.157
C 4.982 3.974 -2.400 -0.389
C 4.015 2.929 -1.788 -0.248
O 3.836 3.173 -0.369 -0.560
O 4.593 5.293 -2.337 -0.508
H 5.177 3.762 -3.451 0.306
H 5.904 3.940 -1.820 0.363
H 4.363 1.903 -1.907 0.345
H 3.006 3.077 -2.174 0.064
H 4.652 2.947 0.084 0.321
H 4.428 5.558 -1.430 0.305
C -2.656 7.480 -5.973 0.171
C -3.583 7.548 -4.727 0.018
O -4.678 8.498 -4.970 -0.574
O -3.367 7.375 -7.158 -0.612
H -1.815 6.798 -5.848 -0.186
H -2.169 8.441 -6.132 0.562
H -2.905 7.966 -3.984 -0.201
H -3.834 6.569 -4.319 0.052
H -5.177 8.141 -5.709 0.383
H -2.715 7.482 -7.854 0.354
C 4.147 1.840 -8.976 -0.548
C 3.461 3.072 -8.354 0.203
O 3.056 4.008 -9.296 -0.554
O 5.263 2.286 -9.689 -0.534
H 3.489 1.299 -9.656 0.335
H 4.540 1.282 -8.125 0.308
H 4.161 3.618 -7.722 0.252
H 2.628 2.642 -7.798 -0.106
H 3.813 4.570 -9.471 0.331
H 4.897 2.591 -10.522 0.305
C 1.142 7.190 -6.248 -0.111
C 1.057 6.165 -7.331 0.708
O 1.026 6.800 -8.588 -0.577
O 2.306 7.954 -6.215 -0.643
H 1.119 6.592 -5.337 0.181
H 0.353 7.942 -6.271 0.311
H 0.219 5.488 -7.162 -0.269
H 1.860 5.433 -7.251 -0.167
H 0.500 6.256 -9.178 0.369
H 3.080 7.408 -6.057 0.330
C -3.626 2.678 -3.348 -0.300
C -3.044 3.498 -2.146 -0.254
O -4.074 4.214 -1.457 -0.570
O -3.980 3.520 -4.346 -0.309
H -4.426 2.062 -2.938 0.395
H -2.885 2.012 -3.790 0.071
H -2.266 4.175 -2.499 0.060
H -2.623 2.846 -1.381 0.436
H -3.645 4.762 -0.796 0.328
H -4.902 3.773 -4.261 0.217
C -3.123 3.833 -9.014 -0.450
C -3.234 4.012 -7.491 -0.069
O -3.182 2.862 -6.712 -0.004
O -4.246 3.079 -9.560 -0.194
H -2.232 3.249 -9.239 0.315
H -3.061 4.826 -9.460 0.453
H -4.184 4.472 -7.219 0.464
H -2.413 4.625 -7.120 -0.176
H -3.412 3.151 -5.826 0.206
H -4.475 2.408 -8.913 0.379
C -4.802 -0.083 -7.498 -0.282
C -3.573 -0.510 -8.271 -0.365
O -2.785 0.634 -8.611 -0.460
O -5.674 0.685 -8.276 -0.527
H -4.456 0.501 -6.645 0.039
H -5.274 -0.973 -7.081 0.418
H -3.806 -1.034 -9.198 0.355
H -2.986 -1.309 -7.818 0.345
H -2.595 1.196 -7.857 0.147
H -6.039 0.108 -8.951 0.333
```

| no. | energy (hartree) |
| --- | --- |
| 1 | -3636.98695 |
| 2 | -3150.84857 |
| 3 | -6307.71732 |
| 4 | -5787.55786 |
| 5 | -3720.57378 |